(1)
ORCA calculation (ωB97M-V/def2-TZVPD) on C4H6N2 in the gas phase at a distorted geometry.

Computed properties:
Molar mass (g mol⁻¹): 82.1
Max |F| (eV/Å): 1.87
Orbital gap (Ha): 0.369
Energy above the lowest of the compared OMol25 structures with the same formula, charge and spin (kJ/mol): 113.5
Energy (Ha): -265.49234

Structure (ORCA input):
```
! wB97M-V def2-TZVPD RIJCOSX def2/J DEFGRID3
* xyz 0 1
C 0.91 0.67 -1.46
C 0.14 0.27 -0.26
C -0.85 -0.64 -0.16
N -1.16 -0.83 1.21
C -0.34 0.12 1.83
N 0.41 0.79 1.01
H 0.48 0.20 -2.35
H 1.96 0.35 -1.38
H 0.90 1.75 -1.58
H -1.40 -1.23 -0.88
H -0.67 -1.74 1.12
H -0.38 0.30 2.90
*
```


(2)
ORCA calculation (ωB97M-V/def2-TZVPD) on C4H7NO in the gas phase.

Computed properties:
Molar mass (g mol⁻¹): 85.1
Max |F| (eV/Å): 0.38
Orbital gap (Ha): 0.406
Energy above the lowest of the compared OMol25 structures with the same formula, charge and spin (kJ/mol): 192.1
Energy (Ha): -286.55849

Structure (ORCA input):
```
! wB97M-V def2-TZVPD RIJCOSX def2/J DEFGRID3
* xyz 0 1
N 2.37 0.73 0.59
C 1.13 0.90 0.42
C -0.37 -1.65 0.04
C -1.21 -0.65 -0.21
C -0.80 0.65 -0.85
O 0.61 0.84 -0.83
H 2.58 0.82 1.58
H 0.69 -1.58 -0.21
H -0.70 -2.57 0.51
H 0.38 1.09 1.20
H -2.27 -0.73 0.05
H -1.31 1.50 -0.37
H -1.08 0.66 -1.91
*
```


(3)
ORCA calculation (ωB97M-V/def2-TZVPD) on 4 unconnected molecules or ions with the total composition C17H37O7P at a distorted geometry.

Computed properties:
Molar mass (g mol⁻¹): 384.4
Max |F| (eV/Å): 4.53
Orbital gap (Ha): 0.090
Energy (Ha): -1537.74252

Structure (ORCA input):
```
! wB97M-V def2-TZVPD RIJCOSX def2/J DEFGRID3
* xyz -2 1
C -1.77 1.38 0.93
C -1.10 0.92 0.03
C -0.44 0.09 -1.10
C 1.08 0.47 -1.28
C 2.09 -0.58 -0.72
C 1.74 -2.07 -1.10
C 1.28 -2.83 0.22
O 0.86 -4.12 -0.27
P 2.24 -4.55 -1.31
C 1.15 -4.67 -2.91
O -0.09 -4.86 -2.78
O 1.75 -4.57 -4.09
O 2.77 -2.89 -1.65
H -2.58 1.65 1.63
H -0.99 0.40 -2.04
H -0.64 -0.99 -0.95
H 1.28 0.67 -2.37
H 1.26 1.45 -0.76
H 3.11 -0.37 -1.15
H 2.19 -0.46 0.38
H 0.97 -2.02 -1.92
H 2.15 -3.09 0.89
H 0.53 -2.27 0.85
H 1.82 -5.94 -1.02
H 3.33 -5.20 -2.05
H 3.13 -4.69 -0.16
C -4.71 -1.14 0.14
C -5.48 0.08 -0.35
C -6.50 -0.30 -1.42
O -4.57 1.04 -0.87
H -4.16 -1.61 -0.68
H -3.98 -0.86 0.90
H -5.39 -1.89 0.56
H -5.99 0.55 0.49
H -6.00 -0.73 -2.29
H -7.03 0.59 -1.77
H -7.22 -1.02 -1.04
H -4.10 0.63 -1.62
C 5.97 1.78 -1.79
C 4.93 1.56 -2.88
C 5.27 2.34 -4.14
O 3.65 1.97 -2.40
H 6.02 2.84 -1.51
H 5.70 1.23 -0.89
H 6.96 1.46 -2.13
H 4.86 0.50 -3.11
H 5.30 3.42 -3.94
H 4.51 2.18 -4.91
H 6.24 2.04 -4.54
H 3.69 2.91 -2.19
C -1.33 1.67 6.30
C -1.79 2.50 5.12
C -2.76 3.59 5.56
O -2.41 1.67 4.15
H -2.18 1.16 6.77
H -0.64 0.89 5.97
H -0.83 2.28 7.05
H -0.92 2.96 4.64
H -3.66 3.15 6.00
H -3.09 4.18 4.70
H -2.30 4.26 6.29
H -3.18 1.25 4.56
*
```


(4)
ORCA calculation (ωB97M-V/def2-TZVPD) on a molecular structure, C18H17CaFKN2O10 at a distorted geometry.

Computed properties:
Molar mass (g mol⁻¹): 519.5
Max |F| (eV/Å): 11.82
Orbital gap (Ha): 0.054
Energy (Ha): -2934.28644

Structure (ORCA input):
```
! wB97M-V def2-TZVPD RIJCOSX def2/J DEFGRID3
* xyz 1 1
C 1.95 5.44 0.35
O 1.46 4.30 -0.44
C 0.70 3.33 0.36
C 1.46 1.90 0.62
C 0.90 0.59 0.09
O -0.34 0.50 -0.73
C 1.66 -0.85 0.41
O 1.62 -1.94 -0.37
C 2.57 -0.94 1.80
C 2.90 -2.33 2.62
C 3.84 -2.39 3.99
N 4.11 -3.71 4.69
C 4.49 -0.96 4.52
C 4.16 0.42 3.69
N 4.78 1.74 4.16
C 5.97 1.81 3.42
O 6.80 2.11 2.38
C 3.22 0.48 2.36
C 2.84 1.86 1.51
O 3.62 2.95 1.54
H 1.46 5.57 1.40
H 1.66 6.42 -0.27
H 3.12 5.44 0.44
H 0.30 3.72 1.39
H -0.28 3.07 -0.28
H -0.15 0.86 -1.66
H 2.45 -3.33 2.21
H 4.48 -3.56 5.66
H 3.23 -4.27 4.73
H 5.16 -0.99 5.50
K 6.34 -2.44 6.09
C -3.66 -0.90 -1.31
O -2.73 -0.52 -2.06
O -3.24 -1.00 -0.05
O -4.86 -1.18 -1.54
H -2.34 -0.72 -0.31
Ca 4.97 -3.98 2.33
O -5.34 -3.71 -6.56
C -5.83 -2.77 -5.96
O -7.15 -2.42 -6.03
C -7.35 -1.21 -5.30
C -6.20 -1.13 -4.33
C -5.08 -1.80 -5.10
H -7.36 -0.37 -6.00
H -8.31 -1.25 -4.78
H -5.96 -0.11 -4.02
H -6.43 -1.71 -3.43
H -4.55 -1.10 -5.73
H -4.40 -2.33 -4.43
F -0.66 3.43 2.45
*
```


- What is the formula in the first record?
  C4H6N2


- Look up the max |F| of the third one.
  4.53 eV/Å


- What is the formula in the fourth record?
  C18H17CaFKN2O10